{"formula": "C3H5Cl", "method": "wB97M-V/def2-TZVPD", "species": ["Cl", "C", "C", "C", "H", "H", "H", "H", "H"], "positions_angstrom": [[-2.272, -2.687, 0.831], [1.459, 0.058, 0.472], [-0.044, 1.723, -0.873], [0.632, 1.119, -0.099], [-0.580, 2.452, -1.363], [2.384, 0.475, 0.680], [-2.092, -2.526, -0.479], [0.967, -0.407, 1.266], [1.685, -0.506, -0.433]], "lowdin_charge": [0.206, -0.091, 0.090, -0.197, -0.002, 0.050, -0.205, 0.058, 0.091], "total_energy_ha": -577.4118, "spin_multiplicity": 1, "e_above_lowest_kj_mol": 161.1, "smiles": "C#CC.Cl", "total_charge": 0, "orbital_gap_ev": 10.737}

{"formula": "C3H5Cl2NSi", "method": "wB97M-V/def2-TZVPD", "species": ["Cl", "Cl", "Si", "N", "C", "C", "C", "H", "H", "H", "H", "H"], "positions_angstrom": [[2.925, -0.715, 1.353], [-0.024, -3.261, -0.531], [1.489, 0.197, 0.404], [1.856, 1.692, -2.128], [-1.492, 0.614, 0.176], [1.772, 1.137, -1.158], [-0.342, -0.405, 0.400], [-2.405, 0.036, 0.164], [-0.652, -0.657, 1.490], [-1.276, 1.197, -0.791], [-0.305, -1.335, -0.233], [-1.547, 1.501, 0.853]], "lowdin_charge": [0.489, -0.331, 0.416, 0.133, -0.169, -0.307, -0.420, 0.073, 0.106, 0.083, -0.149, 0.077], "total_energy_ha": -1381.8613, "spin_multiplicity": 1, "total_charge": 0, "orbital_gap_ev": [4.685, 5.425]}

{"formula": "C3H5Cl2OP", "method": "wB97M-V/def2-TZVPD", "species": ["Cl", "Cl", "P", "O", "C", "C", "C", "H", "H", "H", "H", "H"], "positions_angstrom": [[3.050, 1.603, -0.823], [2.018, 0.059, -3.367], [2.228, -0.076, -1.353], [3.103, -1.236, -1.114], [-0.290, 0.998, -0.821], [0.176, -1.240, 0.313], [0.500, -0.013, -0.498], [0.136, 1.820, -1.332], [-1.305, 0.981, -0.476], [1.021, -1.260, 1.078], [0.178, -2.245, -0.367], [-0.843, -1.048, 0.765]], "lowdin_charge": [0.409, 0.322, -0.116, -0.424, -0.011, -0.117, -0.485, 0.037, 0.069, 0.095, 0.136, 0.086], "total_energy_ha": -1454.3314, "spin_multiplicity": 1, "e_above_lowest_kj_mol": 0.0, "smiles": "C=C(C)P(=O)(Cl)Cl", "total_charge": 0, "orbital_gap_ev": 11.031}

{"formula": "C3H5ClFN", "method": "wB97M-V/def2-TZVPD", "species": ["Cl", "F", "N", "C", "C", "C", "H", "H", "H", "H", "H"], "positions_angstrom": [[-2.569, -0.582, -0.176], [-1.462, 1.820, -0.193], [1.512, 0.384, -0.298], [0.977, -0.823, 0.120], [0.065, 0.110, -0.543], [-1.095, 0.629, 0.364], [1.456, 0.976, 0.438], [0.927, -1.268, 1.113], [1.328, -1.573, -0.687], [-0.241, -0.146, -1.513], [-0.898, 0.472, 1.376]], "lowdin_charge": [0.456, -0.027, 0.064, -0.220, -0.313, -0.460, 0.049, 0.121, 0.138, 0.102, 0.090], "total_energy_ha": -732.0308, "spin_multiplicity": 1, "e_above_lowest_kj_mol": 150.3, "smiles": "F[C@@H](Cl)[C@@H]1CN1", "total_charge": 0, "orbital_gap_ev": 10.757}

{"formula": "C3H5ClFNOS", "method": "wB97M-V/def2-TZVPD", "species": ["Cl", "S", "F", "O", "N", "C", "C", "C", "H", "H", "H", "H", "H"], "positions_angstrom": [[2.010, -1.165, -0.417], [-2.876, -0.222, 0.115], [1.300, 0.233, 1.601], [-0.698, 0.319, -1.505], [-1.202, -0.405, 0.608], [1.468, 1.910, -0.174], [-0.333, 0.050, -0.337], [1.118, 0.333, 0.247], [0.964, 2.390, 0.892], [2.751, 1.915, -0.763], [-2.745, 1.430, -0.158], [0.704, 2.737, -1.263], [-1.045, -0.691, 1.494]], "lowdin_charge": [0.616, 0.704, -0.045, -0.046, -0.302, -0.089, -0.641, -0.764, 0.117, 0.166, 0.046, 0.202, 0.037], "total_energy_ha": -1205.3393, "spin_multiplicity": 1, "e_above_lowest_kj_mol": 448.1, "total_charge": 0, "orbital_gap_ev": 9.366}

{"formula": "C3H5ClN2OS", "method": "wB97M-V/def2-TZVPD", "species": ["Cl", "S", "O", "N", "N", "C", "C", "C", "H", "H", "H", "H", "H"], "positions_angstrom": [[2.301, 1.584, -0.114], [-1.645, -1.675, -1.095], [0.556, -1.107, 2.051], [-1.060, 0.786, -0.291], [-0.743, 0.276, 0.988], [0.420, -0.419, 1.044], [1.752, -0.166, 0.077], [-1.488, -0.096, -1.276], [2.476, -0.831, 0.620], [1.556, -0.542, -0.991], [-1.572, 0.059, 1.517], [-0.988, 1.764, -0.276], [-1.566, 0.366, -2.253]], "lowdin_charge": [0.478, 0.685, 0.036, -0.062, 0.028, -0.509, -0.436, -0.709, 0.085, 0.076, 0.152, 0.116, 0.059], "total_energy_ha": -1160.3920, "spin_multiplicity": 1, "e_above_lowest_kj_mol": 123.6, "smiles": "O=C(CCl)NNC=S", "total_charge": 0, "orbital_gap_ev": 9.409}

{"formula": "C3H5ClNOP", "method": "wB97M-V/def2-TZVPD", "species": ["Cl", "P", "O", "N", "C", "C", "C", "H", "H", "H", "H", "H"], "positions_angstrom": [[-0.960, 2.093, 0.073], [-1.625, -1.031, -0.125], [-0.179, -1.186, -0.471], [3.287, -0.754, 0.397], [0.546, 1.336, 0.481], [1.281, 0.529, -0.325], [2.430, -0.085, 0.105], [1.164, 0.570, -1.359], [-2.263, -2.141, 0.322], [-2.420, -0.885, -1.228], [-2.104, 0.026, 0.667], [0.842, 1.527, 1.464]], "lowdin_charge": [0.629, 0.697, -0.446, 0.165, -0.542, -0.250, -0.273, 0.099, -0.040, -0.032, -0.062, 0.055], "total_energy_ha": -1048.6537, "spin_multiplicity": 3, "e_above_lowest_kj_mol": 97.4, "total_charge": 0, "orbital_gap_ev": [6.634, 8.838]}

{"formula": "C3H5ClO", "method": "wB97M-V/def2-TZVPD", "species": ["Cl", "O", "C", "C", "C", "H", "H", "H", "H", "H"], "positions_angstrom": [[-0.274, 0.567, 1.813], [0.759, 0.250, -2.072], [-0.964, -1.137, -1.134], [0.165, -0.103, -1.100], [0.709, -0.007, 0.305], [-0.727, -1.914, -1.923], [-1.189, -1.581, -0.162], [-1.773, -0.556, -1.486], [1.551, 0.825, 0.281], [1.269, -0.933, 0.608]], "lowdin_charge": [0.449, 0.109, -0.028, -0.521, -0.464, 0.112, 0.071, 0.066, 0.107, 0.099], "total_energy_ha": -652.7065, "spin_multiplicity": 1, "e_above_lowest_kj_mol": 70.3, "smiles": "CC(=O)CCl", "total_charge": 0, "orbital_gap_ev": 10.588}

{"formula": "C3H5ClO", "method": "wB97M-V/def2-TZVPD", "species": ["Cl", "O", "C", "C", "C", "H", "H", "H", "H", "H"], "positions_angstrom": [[-1.217, -0.860, -0.006], [1.936, -0.432, -0.504], [1.220, 0.144, 0.548], [-0.116, 0.559, 0.095], [-0.713, 1.734, -0.145], [-0.102, 2.618, -0.349], [-1.740, 1.706, -0.390], [1.826, 1.055, 0.796], [1.084, -0.571, 1.389], [1.781, -1.354, -0.309]], "lowdin_charge": [0.599, -0.052, -0.342, -0.650, -0.007, 0.078, 0.037, 0.139, 0.124, 0.075], "total_energy_ha": -652.6945, "spin_multiplicity": 1, "e_above_lowest_kj_mol": 101.8, "smiles": "C=C(Cl)CO", "total_charge": 0, "orbital_gap_ev": 10.538}

{"formula": "C3H5ClO2", "method": "wB97M-V/def2-TZVPD", "species": ["Cl", "O", "O", "C", "C", "C", "H", "H", "H", "H", "H"], "positions_angstrom": [[-0.220, -0.097, 2.164], [0.227, -0.914, -1.645], [-1.641, -2.096, -1.096], [-0.185, 0.673, 0.701], [-0.723, -1.045, -0.926], [1.235, 0.941, 0.306], [1.631, 1.845, 0.723], [1.692, 0.112, 0.711], [1.470, 1.077, -0.784], [-1.015, 1.375, 0.445], [-2.471, -1.872, -0.598]], "lowdin_charge": [0.691, 0.035, 0.023, -0.661, -0.292, -0.189, 0.074, 0.023, 0.101, 0.080, 0.115], "total_energy_ha": -727.8649, "spin_multiplicity": 1, "e_above_lowest_kj_mol": 349.3, "total_charge": 0, "orbital_gap_ev": [7.737, 8.427]}

{"formula": "C3H5ClO2", "method": "wB97M-V/def2-TZVPD", "species": ["Cl", "O", "O", "C", "C", "C", "H", "H", "H", "H", "H"], "positions_angstrom": [[2.072, 1.112, -0.297], [-0.480, -0.016, -1.658], [2.007, -1.325, 0.563], [1.303, -0.486, 0.038], [-0.969, 0.271, 0.741], [-0.318, -0.479, -0.417], [-0.140, 0.828, -1.743], [-1.913, 0.581, 0.478], [-0.470, -1.541, -0.264], [-0.351, 1.232, 0.864], [-0.740, -0.178, 1.695]], "lowdin_charge": [0.626, 0.041, 0.031, -0.643, -0.041, -0.432, 0.045, 0.055, 0.141, 0.086, 0.090], "total_energy_ha": -727.9528, "spin_multiplicity": 1, "e_above_lowest_kj_mol": 118.4, "smiles": "C[C@@H](O)C(=O)Cl", "total_charge": 0, "orbital_gap_ev": 10.910}

{"formula": "C3H5ClOS2", "method": "wB97M-V/def2-TZVPD", "species": ["Cl", "S", "S", "O", "C", "C", "C", "H", "H", "H", "H", "H"], "positions_angstrom": [[2.478, -0.672, 1.428], [1.296, 2.500, -0.301], [2.446, -0.218, -0.648], [-1.459, 0.849, 0.338], [-0.992, -1.431, 0.466], [-1.843, -0.245, 0.062], [1.974, 1.224, -1.038], [-0.497, -1.072, 1.240], [-2.791, -0.618, -0.531], [-0.350, -1.581, -0.446], [1.477, 3.473, -1.238], [-1.737, -2.209, 0.669]], "lowdin_charge": [0.016, 0.776, 0.473, 0.016, -0.063, -0.330, -1.100, -0.008, 0.141, 0.095, -0.100, 0.084], "total_energy_ha": -1449.0166, "spin_multiplicity": 1, "e_above_lowest_kj_mol": 188.3, "total_charge": 0, "orbital_gap_ev": 8.899}

{"formula": "C3H5ClS", "method": "wB97M-V/def2-TZVPD", "species": ["Cl", "S", "C", "C", "C", "H", "H", "H", "H", "H"], "positions_angstrom": [[2.478, -1.611, 0.637], [-0.232, 0.548, 2.069], [-0.943, -0.429, -0.836], [-0.491, 0.538, 0.116], [0.194, 1.527, 0.589], [0.629, 2.391, 0.340], [-0.175, -0.430, -1.553], [1.360, -0.997, 0.291], [-1.838, -0.083, -1.253], [-0.982, -1.456, -0.401]], "lowdin_charge": [0.273, 0.652, -0.090, -0.488, -0.358, 0.031, 0.074, -0.281, 0.073, 0.113], "total_energy_ha": -975.5784, "spin_multiplicity": 1, "e_above_lowest_kj_mol": 205.6, "smiles": "CC1=CS1.Cl", "total_charge": 0, "orbital_gap_ev": 8.622}

{"formula": "C3H5CrLiO4", "method": "wB97M-V/def2-TZVPD", "species": ["Cr", "O", "O", "O", "O", "C", "C", "C", "Li", "H", "H", "H", "H", "H"], "positions_angstrom": [[1.841, -0.839, 0.441], [0.442, -0.303, 1.505], [-2.076, 2.310, -2.771], [-1.943, 0.729, -1.412], [-0.275, 0.904, -2.871], [-1.404, 1.177, -2.541], [-1.021, 0.353, -0.362], [-0.742, 0.313, 1.378], [-3.233, 2.272, -0.698], [-1.632, 2.870, -3.421], [-0.234, 1.121, -0.461], [-1.669, -0.152, 1.765], [-0.707, 1.394, 1.625], [-1.036, -0.730, -0.576]], "lowdin_charge": [1.391, -0.301, 0.137, -0.082, 0.177, -0.592, -0.080, -0.242, 0.910, 0.165, 0.122, 0.133, 0.124, 0.139], "total_energy_ha": -1469.5409, "spin_multiplicity": 5, "e_above_lowest_kj_mol": 274.5, "total_charge": 2, "orbital_gap_ev": [7.341, 8.265]}

{"formula": "C3H5CrO4", "method": "wB97M-V/def2-TZVPD", "species": ["Cr", "O", "O", "O", "O", "C", "C", "C", "H", "H", "H", "H", "H"], "positions_angstrom": [[0.936, -0.152, 1.659], [2.570, 0.185, 0.531], [0.608, 0.570, -0.279], [-0.777, -0.082, 2.514], [2.137, -0.481, -1.566], [-0.425, 0.588, -1.212], [1.967, 0.206, -0.580], [-1.211, -0.473, -1.436], [-1.610, 0.240, 2.015], [-1.633, -0.609, -2.431], [-0.935, -0.070, 3.465], [-0.121, 1.238, -2.035], [-1.506, -1.161, -0.646]], "lowdin_charge": [1.224, -0.053, -0.152, -0.078, 0.164, -0.155, -0.646, 0.099, 0.178, 0.089, 0.120, 0.139, 0.071], "total_energy_ha": -1462.4207, "spin_multiplicity": 5, "e_above_lowest_kj_mol": 174.0, "total_charge": 1, "orbital_gap_ev": [7.807, 8.159]}

{"formula": "C3H5CsNaO", "method": "wB97M-V/def2-TZVPD", "species": ["Cs", "Na", "O", "C", "C", "C", "H", "H", "H", "H", "H"], "positions_angstrom": [[-1.301, -0.587, 2.138], [2.920, 1.616, -2.164], [1.232, 0.370, -1.598], [0.411, 0.858, -0.802], [-3.354, 1.319, -0.389], [-3.606, -0.120, -0.771], [-3.116, -0.680, -1.568], [-4.382, -0.712, -0.285], [0.516, 1.913, -0.495], [-2.654, 1.999, -0.874], [-3.919, 1.830, 0.392]], "lowdin_charge": [0.865, 0.817, -0.323, -0.296, -0.050, -0.053, 0.034, 0.025, -0.072, 0.026, 0.027], "total_energy_ha": -374.6592, "spin_multiplicity": 1, "total_charge": 1, "orbital_gap_ev": 5.266}

{"formula": "C3H5CsO4", "method": "wB97M-V/def2-TZVPD", "species": ["Cs", "O", "O", "O", "O", "C", "C", "C", "H", "H", "H", "H", "H"], "positions_angstrom": [[-2.666, 0.666, 0.649], [0.239, -1.296, 0.529], [3.051, -0.360, 0.132], [1.295, 0.714, -0.777], [2.070, -1.171, -1.678], [3.279, -1.915, -1.564], [4.060, -1.145, -0.501], [1.888, -0.374, -0.593], [4.823, -0.515, -0.978], [4.543, -1.833, 0.201], [3.825, -1.922, -2.512], [3.107, -2.948, -1.230], [0.751, -1.700, 1.231]], "lowdin_charge": [0.929, -0.434, 0.015, -0.023, 0.016, -0.140, -0.139, -0.611, 0.123, 0.120, 0.123, 0.123, -0.102], "total_energy_ha": -438.3298, "spin_multiplicity": 1, "e_above_lowest_kj_mol": 255.8, "total_charge": 0, "orbital_gap_ev": 5.946}

{"formula": "C3H5CuLiO4", "method": "wB97M-V/def2-TZVPD", "species": ["Cu", "O", "O", "O", "O", "C", "C", "C", "Li", "H", "H", "H", "H", "H"], "positions_angstrom": [[2.221, 2.616, 1.663], [-2.128, -1.433, 0.419], [1.618, 3.047, -0.346], [-3.100, 0.589, 0.172], [-0.853, 0.252, 0.116], [-0.521, 1.662, -0.127], [-2.120, -0.102, 0.238], [1.076, 1.923, -0.869], [-0.001, -1.652, 0.464], [-1.022, 2.254, 0.653], [-1.164, 1.996, -0.956], [0.862, 1.555, -1.892], [1.718, 1.053, -0.595], [-3.024, -1.773, 0.547]], "lowdin_charge": [0.129, 0.070, -0.386, 0.166, -0.104, -0.075, -0.657, -0.398, 0.755, 0.115, 0.100, 0.088, 0.050, 0.148], "total_energy_ha": -2066.1359, "spin_multiplicity": 2, "e_above_lowest_kj_mol": 352.2, "total_charge": 0, "orbital_gap_ev": [3.217, 6.018]}

{"formula": "C3H5EuLiO4", "method": "wB97M-V/def2-TZVPD", "species": ["Eu", "O", "O", "O", "O", "C", "C", "C", "Li", "H", "H", "H", "H", "H"], "positions_angstrom": [[0.313, -0.383, -3.468], [-2.164, -0.622, -0.618], [-2.433, -0.048, 1.571], [2.033, 0.428, -1.854], [-0.652, -0.956, 0.953], [2.103, 0.655, -0.567], [-1.892, -0.731, 0.562], [0.420, -0.328, 0.186], [0.013, 0.268, 2.744], [2.945, 0.267, 0.035], [1.786, 1.678, -0.277], [-0.066, 0.549, -0.279], [-3.163, 0.507, 1.264], [0.758, -1.285, -0.252]], "lowdin_charge": [1.832, 0.097, 0.153, -0.352, -0.146, -0.231, -0.614, -0.132, 0.897, 0.110, 0.099, 0.057, 0.156, 0.073], "total_energy_ha": -1135.4336, "spin_multiplicity": 8, "total_charge": 2, "orbital_gap_ev": [6.713, 6.936]}

{"formula": "C3H5F2N", "method": "wB97M-V/def2-TZVPD", "species": ["F", "F", "N", "C", "C", "C", "H", "H", "H", "H", "H"], "positions_angstrom": [[-1.952, -1.309, -0.280], [1.754, 0.995, -1.025], [-0.924, 0.582, 1.308], [-2.252, -1.377, 1.206], [1.071, -0.153, -1.122], [-1.397, -0.424, 1.856], [0.353, -0.448, -0.367], [-0.206, 1.159, 1.802], [-2.267, -2.462, 1.360], [-3.367, -1.116, 1.312], [0.864, -0.443, -2.146]], "lowdin_charge": [-0.153, -0.063, 0.115, -0.142, -0.026, -0.126, 0.002, 0.098, 0.109, 0.137, 0.049], "total_energy_ha": -371.6020, "spin_multiplicity": 1, "e_above_lowest_kj_mol": 436.9, "total_charge": 0, "orbital_gap_ev": [9.459, 7.364]}